# 1
The following is a quantum chemistry calculation of a cluster of 2 separate species, C6H13NO in total, from the OMol25 dataset.

Results
* energy above the lowest of the compared OMol25 structures with the same formula, charge and spin: 83.5 kcal per mole
* total charge: 0
* HOMO-LUMO gap: 8.85 eV
* HOMO: -8.01 eV

```
21
C6H13NO, DFT wB97M-V/def2-TZVPD
C -1.844 1.466 -2.018
C -1.003 1.704 -1.010
C -0.877 1.225 0.284
N -0.799 2.026 1.425
C -0.541 -0.071 0.205
C -0.049 -0.938 1.371
C 0.789 -2.116 0.858
H -1.677 1.879 -2.977
H -2.814 0.942 -1.906
H -0.263 2.550 -1.374
H -0.984 1.776 2.392
H -1.125 2.948 1.317
H -0.581 -0.676 -0.749
H 0.371 -0.385 2.150
H -0.928 -1.424 1.955
H 1.289 -2.629 1.726
H 0.248 -2.807 0.158
H 1.804 -1.743 0.450
O 2.987 -1.258 -1.799
H 2.525 -0.736 -1.277
H 3.473 -1.735 -1.181
```

Results of the natural (NBO) charge analysis, in e, for atoms 1 through 5: atom 1 (C): -0.39, atom 2 (C): -0.20, atom 3 (C): 0.09, atom 4 (N): -0.82, atom 5 (C): -0.24

# 2
The following is a quantum chemistry calculation of an isolated molecule of C5H5NO, from the OMol25 dataset.

Results
* energy above the lowest of the compared OMol25 structures with the same formula, charge and spin: 73.5 kcal per mole
* total charge: 0
* HOMO-LUMO gap: 10.14 eV
* HOMO: -10.05 eV

```
12
C5H5NO, DFT wB97M-V/def2-TZVPD
C -0.779 1.108 2.476
C 0.015 0.946 1.584
C 0.806 0.565 0.423
O 1.748 1.205 0.006
C 0.256 -0.684 -0.195
C -0.578 -0.546 -1.419
N 0.730 -1.183 -1.466
H -1.425 1.326 3.295
H -0.057 -1.442 0.520
H -0.694 0.436 -1.872
H -1.437 -1.205 -1.517
H 1.415 -0.526 -1.835
```

Results of the natural (NBO) charge analysis, in e, for atoms 1 through 5: atom 1 (C): -0.13, atom 2 (C): -0.13, atom 3 (C): 0.50, atom 4 (O): -0.50, atom 5 (C): -0.19

no.,E_tot (eV)
1,-9967.554
2,-8800.232